Record 1
{"formula": "C9H14O", "method": "ωB97M-V/def2-TZVPD", "orbital_gap_ev": [2.1, 6.5], "e_above_lowest_kcal_mol": 23.4, "s2": 0.761, "spin_multiplicity": 2, "homo_energy_ev": [1.26, -3.15], "total_charge": -1, "species": ["C", "C", "H", "H", "H", "H", "H", "H", "C", "C", "C", "C", "C", "C", "C", "O", "H", "H", "H", "H", "H", "H", "H", "H"], "xyz": [[-2.43270, 2.89430, -1.60319], [-2.93488, 1.66515, -2.37322], [-1.38096, 3.06981, -1.82097], [-2.90964, 3.83097, -1.89785], [-2.53008, 2.72821, -0.53739], [-2.04976, 1.12802, -2.68646], [-3.48683, 1.93432, -3.28886], [-3.73020, 1.11197, -1.87351], [3.13232, -0.40347, 2.54959], [0.05021, -1.80117, -0.08884], [1.39884, -2.01979, -0.43020], [-0.26628, -0.99821, 0.99519], [2.37711, -1.56580, 0.42701], [0.73700, -0.55856, 1.85564], [2.06033, -0.85752, 1.59028], [-0.83577, -2.10886, -1.06615], [-1.70163, -1.65451, -1.11711], [1.57023, -2.57027, -1.34139], [-1.29794, -0.79331, 1.23172], [3.38425, -1.95543, 0.33693], [0.44498, 0.04514, 2.70945], [2.95583, -0.82336, 3.54808], [3.36520, 0.65027, 2.44336], [4.08034, -0.94787, 2.43789]], "lowdin_spin": [0.001, 0.002, 0.000, 0.000, 0.000, 0.001, 0.000, 0.001, 0.012, 0.053, 0.206, 0.182, 0.183, 0.207, 0.049, 0.006, 0.002, 0.022, 0.023, 0.020, 0.023, 0.003, 0.003, 0.003]}

***

Record 2
{"formula": "C9H14O", "method": "ωB97M-V/def2-TZVPD", "orbital_gap_ev": 9.3, "e_above_lowest_kcal_mol": 29.8, "homo_energy_ev": -8.39, "total_charge": 0, "smiles": "Cc1ccc(O)cc1.CC", "species": ["C", "C", "C", "C", "C", "O", "C", "C", "H", "H", "H", "H", "H", "H", "H", "H", "C", "C", "H", "H", "H", "H", "H", "H"], "xyz": [[-1.75115, -0.22905, -1.64359], [-1.65154, 0.24787, -0.12270], [-1.43463, 1.58441, 0.32176], [-0.95598, 1.72696, 1.62825], [-0.90067, 0.59566, 2.45938], [-0.47980, 0.83660, 3.76222], [-0.96116, -0.67799, 1.96978], [-1.32688, -0.86497, 0.62716], [-0.75678, -0.62870, -1.66120], [-1.88756, 0.58126, -2.33373], [-2.44744, -1.02688, -1.89818], [-1.70182, 2.46555, -0.27069], [-0.84711, 2.67120, 2.15484], [-0.26158, 1.77801, 3.82484], [-0.62378, -1.52490, 2.50495], [-1.25770, -1.87092, 0.20377], [2.94653, -0.60879, -1.95848], [1.87164, -0.87073, -0.95031], [3.13792, -1.38638, -2.73173], [2.75541, 0.27088, -2.56915], [3.86366, -0.26985, -1.49926], [2.13043, -1.51232, -0.09200], [0.95790, -1.34071, -1.31105], [1.58211, 0.05381, -0.41486]], "nbo_charge": [-0.625, -0.032, -0.207, -0.271, 0.287, -0.675, -0.266, -0.187, 0.217, 0.209, 0.215, 0.223, 0.200, 0.472, 0.223, 0.214, -0.620, -0.616, 0.208, 0.205, 0.209, 0.207, 0.197, 0.213]}

***

Record 3
{"formula": "C9H14O", "method": "ωB97M-V/def2-TZVPD", "orbital_gap_ev": 9.3, "e_above_lowest_kcal_mol": 30.5, "homo_energy_ev": -8.44, "total_charge": 0, "smiles": "Cc1ccc(O)cc1.CC", "species": ["C", "C", "C", "C", "C", "O", "C", "C", "H", "H", "H", "H", "H", "H", "H", "H", "C", "C", "H", "H", "H", "H", "H", "H"], "xyz": [[0.87321, -1.91032, -0.96694], [-0.48460, -1.33916, -0.61381], [-1.72443, -1.84123, -0.97920], [-2.90457, -1.34847, -0.51078], [-2.88978, -0.22834, 0.35801], [-3.98101, 0.57389, 0.48974], [-1.67374, 0.20850, 0.86075], [-0.48034, -0.30473, 0.32435], [0.96843, -3.00163, -0.93819], [1.60400, -1.57823, -0.21868], [1.39621, -1.58402, -1.86710], [-1.68159, -2.78182, -1.52022], [-3.90970, -1.68923, -0.73212], [-4.78243, 0.07189, 0.54624], [-1.47359, 1.00187, 1.57089], [0.41093, 0.16060, 0.71678], [2.81864, 1.77552, -0.21478], [2.29304, 2.15027, 1.20669], [3.22555, 2.66013, -0.72950], [3.72259, 1.15376, -0.18129], [1.98484, 1.41798, -0.80092], [1.41013, 2.67614, 0.85641], [3.09853, 2.61955, 1.76372], [2.17965, 1.13707, 1.57995]], "nbo_charge": [-0.637, -0.044, -0.199, -0.272, 0.294, -0.672, -0.262, -0.187, 0.217, 0.214, 0.221, 0.211, 0.209, 0.476, 0.222, 0.205, -0.601, -0.626, 0.196, 0.198, 0.203, 0.220, 0.212, 0.201]}

***

Record 4
{"formula": "C9H14O", "method": "ωB97M-V/def2-TZVPD", "orbital_gap_ev": 9.1, "e_above_lowest_kcal_mol": 39.2, "homo_energy_ev": -8.20, "total_charge": 0, "smiles": "Cc1ccc(O)cc1.CC", "species": ["C", "C", "C", "C", "C", "O", "C", "C", "H", "H", "H", "H", "H", "H", "H", "H", "C", "C", "H", "H", "H", "H", "H", "H"], "xyz": [[-0.91712, 1.57375, 2.54638], [-0.26005, 0.87682, 1.51373], [0.27577, 1.51654, 0.40212], [0.93271, 0.78137, -0.58246], [1.29241, -0.48906, -0.32519], [2.14566, -0.99991, -1.24054], [0.85666, -1.17714, 0.83134], [-0.03036, -0.53671, 1.62526], [-0.32066, 2.56229, 2.76148], [-0.95230, 1.07041, 3.51093], [-1.98890, 1.92904, 2.34831], [0.19089, 2.47987, 0.24449], [1.18571, 1.16599, -1.54650], [2.66324, -1.69957, -0.84004], [0.96918, -2.25742, 0.99597], [-0.30661, -1.28088, 2.43339], [-2.02747, -0.02003, -2.30485], [-1.43820, -1.20284, -1.67044], [-2.29923, -0.14599, -3.40539], [-3.01447, 0.20716, -1.86195], [-1.33553, 0.77220, -2.29461], [-0.83010, -1.79749, -2.39054], [-0.95134, -1.03094, -0.74831], [-2.28122, -1.91157, -1.49827]], "nbo_charge": [-0.621, -0.084, -0.165, -0.266, 0.302, -0.675, -0.305, -0.177, 0.215, 0.221, 0.221, 0.199, 0.225, 0.479, 0.218, 0.218, -0.603, -0.615, 0.197, 0.202, 0.200, 0.203, 0.217, 0.193]}

***

Record 5
{"formula": "C9H14O", "method": "ωB97M-V/def2-TZVPD", "orbital_gap_ev": 9.3, "e_above_lowest_kcal_mol": 16.5, "homo_energy_ev": -8.39, "total_charge": 0, "smiles": "Cc1ccc(O)cc1.CC", "species": ["C", "C", "C", "C", "C", "O", "C", "C", "H", "H", "H", "H", "H", "H", "H", "H", "C", "C", "H", "H", "H", "H", "H", "H"], "xyz": [[2.00212, -0.34221, 1.66133], [1.14034, -0.80081, 0.54473], [1.58124, -1.03216, -0.74233], [0.65909, -1.29458, -1.75558], [-0.69145, -1.29406, -1.53157], [-1.63305, -1.37187, -2.51863], [-1.18128, -1.20655, -0.21871], [-0.23536, -1.00677, 0.75864], [2.62863, -1.15755, 2.04971], [1.50838, -0.01050, 2.57794], [2.67726, 0.51278, 1.54404], [2.61349, -1.07554, -1.06975], [0.97551, -1.48910, -2.77574], [-1.24369, -1.52572, -3.36645], [-2.20413, -1.45474, 0.01417], [-0.59699, -0.91904, 1.77913], [-0.33649, 3.15820, 0.86066], [-1.15661, 3.45997, 2.11402], [0.54641, 3.73397, 0.54518], [0.13343, 2.17290, 0.89905], [-0.87398, 3.17032, -0.09582], [-1.90988, 2.68657, 2.19323], [-1.66848, 4.40888, 1.98240], [-0.45725, 3.54713, 2.93589]], "nbo_charge": [-0.641, -0.070, -0.178, -0.300, 0.311, -0.670, -0.266, -0.176, 0.218, 0.220, 0.225, 0.214, 0.203, 0.476, 0.228, 0.206, -0.622, -0.610, 0.205, 0.204, 0.204, 0.210, 0.203, 0.207]}

***

Record 6
{"formula": "C9H14O", "method": "ωB97M-V/def2-TZVPD", "orbital_gap_ev": 9.4, "e_above_lowest_kcal_mol": 52.2, "homo_energy_ev": -8.63, "total_charge": 0, "smiles": "Cc1ccc(O)cc1.CC", "species": ["C", "C", "C", "C", "C", "O", "C", "C", "H", "H", "H", "H", "H", "H", "H", "H", "C", "C", "H", "H", "H", "H", "H", "H"], "xyz": [[0.45887, 1.26825, 1.84277], [0.60143, 0.23965, 0.71345], [1.76296, 0.21136, -0.15043], [1.82072, -0.94460, -0.99734], [0.86001, -1.97410, -0.87216], [1.09043, -3.20305, -1.42475], [-0.24456, -1.79089, -0.08667], [-0.30674, -0.79693, 0.90673], [-0.49432, 1.62808, 2.00107], [1.33658, 1.94750, 1.81315], [0.46368, 0.77942, 2.78749], [2.39810, 1.01555, -0.08655], [2.71675, -0.92811, -1.69417], [0.59645, -3.19463, -2.29855], [-1.00309, -2.59703, -0.22204], [-0.94782, -0.91223, 1.77243], [-2.22793, 2.90525, -0.79175], [-2.59635, 2.69917, 0.68965], [-2.32320, 1.98576, -1.30533], [-3.01519, 3.67492, -1.20926], [-1.24140, 3.33128, -0.90415], [-1.71968, 3.22508, 1.24485], [-3.63733, 3.09502, 0.94815], [-2.62348, 1.67087, 1.02537]], "nbo_charge": [-0.644, -0.005, -0.219, -0.236, 0.242, -0.688, -0.225, -0.223, 0.225, 0.209, 0.214, 0.213, 0.223, 0.478, 0.212, 0.221, -0.610, -0.618, 0.208, 0.199, 0.207, 0.206, 0.208, 0.201]}

***

Record 7
{"formula": "C9H14O", "method": "ωB97M-V/def2-TZVPD", "orbital_gap_ev": 9.2, "e_above_lowest_kcal_mol": 15.3, "homo_energy_ev": -8.38, "total_charge": 0, "smiles": "Cc1ccc(O)cc1.CC", "species": ["C", "C", "C", "C", "C", "O", "C", "C", "H", "H", "H", "H", "H", "H", "H", "H", "C", "C", "H", "H", "H", "H", "H", "H"], "xyz": [[-0.29978, -1.57341, 3.36370], [-0.25355, -0.35044, 2.48742], [-0.49680, -0.49195, 1.13522], [-0.09879, 0.49251, 0.22346], [0.42405, 1.67168, 0.73496], [0.84346, 2.60136, -0.16960], [0.49732, 1.89026, 2.10093], [0.31180, 0.82648, 2.96745], [-0.95892, -1.40293, 4.22343], [0.61953, -1.94103, 3.73961], [-0.73975, -2.41867, 2.82300], [-0.96014, -1.31817, 0.61580], [-0.06459, 0.40172, -0.85295], [1.36694, 3.31560, 0.22022], [0.80299, 2.89225, 2.38926], [0.53120, 0.84355, 4.02409], [0.37369, -1.08822, -3.39570], [-0.73183, -0.27948, -4.10325], [1.17853, -1.20003, -4.11653], [0.67623, -0.58475, -2.47399], [0.01300, -2.04386, -3.01029], [-1.38303, -0.95917, -4.65922], [-1.37480, 0.32339, -3.46142], [-0.27676, 0.39335, -4.80558]], "nbo_charge": [-0.625, -0.050, -0.193, -0.252, 0.293, -0.679, -0.282, -0.187, 0.211, 0.217, 0.213, 0.214, 0.219, 0.482, 0.205, 0.214, -0.609, -0.608, 0.209, 0.201, 0.202, 0.201, 0.204, 0.202]}

***

Record 8
{"formula": "C9H14O", "method": "ωB97M-V/def2-TZVPD", "orbital_gap_ev": 9.2, "e_above_lowest_kcal_mol": 18.9, "homo_energy_ev": -8.34, "total_charge": 0, "smiles": "Cc1ccc(O)cc1.CC", "species": ["C", "C", "C", "C", "C", "O", "C", "C", "H", "H", "H", "H", "H", "H", "H", "H", "C", "C", "H", "H", "H", "H", "H", "H"], "xyz": [[1.83333, 0.43188, -2.11874], [1.89459, 0.01605, -0.65684], [2.53928, -1.12009, -0.22062], [2.38269, -1.63086, 1.06404], [1.40721, -1.06458, 1.87633], [0.97121, -1.82459, 2.92963], [0.69087, 0.04695, 1.42538], [0.95643, 0.62573, 0.20001], [1.75943, 1.51065, -2.20301], [0.93460, -0.01336, -2.54722], [2.71495, 0.12064, -2.68425], [3.02986, -1.77101, -0.93645], [2.98109, -2.43134, 1.47451], [0.35736, -1.33551, 3.48529], [-0.03970, 0.44484, 2.12938], [0.51805, 1.60165, 0.04690], [-3.73159, 0.70831, -0.84650], [-2.48345, 0.86883, 0.03113], [-4.18274, -0.28064, -0.79007], [-4.53105, 1.32126, -0.41101], [-3.60719, 1.06173, -1.86502], [-2.63882, 1.50018, 0.90090], [-1.66218, 1.33974, -0.50274], [-2.09422, -0.12645, 0.21898]], "nbo_charge": [-0.624, -0.039, -0.202, -0.251, 0.287, -0.673, -0.271, -0.199, 0.214, 0.217, 0.213, 0.212, 0.224, 0.477, 0.202, 0.214, -0.618, -0.622, 0.207, 0.202, 0.208, 0.206, 0.204, 0.214]}

***

Record 9
{"formula": "C9H14O", "method": "ωB97M-V/def2-TZVPD", "orbital_gap_ev": 9.4, "e_above_lowest_kcal_mol": 12.8, "homo_energy_ev": -8.49, "total_charge": 0, "smiles": "Cc1ccc(O)cc1.CC", "species": ["C", "C", "C", "C", "C", "O", "C", "C", "H", "H", "H", "H", "H", "H", "H", "H", "C", "C", "H", "H", "H", "H", "H", "H"], "xyz": [[-2.54083, -2.01417, -0.37021], [-1.73191, -0.90374, 0.27111], [-2.41064, 0.17378, 0.88395], [-1.73650, 1.20173, 1.50074], [-0.35194, 1.09731, 1.55441], [0.40375, 2.08823, 2.17405], [0.37781, 0.02706, 1.06705], [-0.38304, -1.02375, 0.50711], [-1.92065, -2.87231, -0.61868], [-2.84546, -1.61254, -1.34300], [-3.36913, -2.33372, 0.25206], [-3.47301, 0.26241, 0.69117], [-2.30487, 2.00700, 1.93963], [-0.06293, 2.44401, 2.91986], [1.44553, 0.06236, 1.20597], [0.14317, -1.86986, 0.07567], [2.11182, 0.01398, -2.02476], [3.06266, 0.80254, -1.09727], [2.59028, -0.29281, -2.95526], [1.71523, -0.90770, -1.60888], [1.31973, 0.71626, -2.28638], [3.52297, 0.10110, -0.40221], [3.84606, 1.19650, -1.74713], [2.59189, 1.63633, -0.58901]], "nbo_charge": [-0.625, -0.048, -0.181, -0.287, 0.294, -0.695, -0.263, -0.187, 0.214, 0.218, 0.220, 0.206, 0.218, 0.476, 0.234, 0.205, -0.610, -0.615, 0.200, 0.200, 0.207, 0.200, 0.205, 0.213]}